(1)
Molecular formula: C4H6ClN
Method: DFT, ωB97M-V/def2-TZVPD

Values from the calculation:
Energy above the lowest of the compared OMol25 structures with the same formula, charge and spin in eV: 1.7265
LUMO level (spin up / spin down) in eV: 0.85 / -2.18
<S²>: 2.006

```
! RIJCOSX wB97M-V def2-TZVPD def2/J DEFGRID3
* xyz 0 3
Cl -2.8982 -0.4879 -0.0915
N 2.1689 -1.9908 0.2519
C -1.4914 0.3434 0.3991
C -0.6816 0.9440 -0.4545
C 0.6498 1.1916 0.1635
C 1.2595 -2.2990 -0.3427
H 1.2792 0.2527 0.2116
H 1.2299 2.0112 -0.3155
H -1.4625 0.2632 1.4151
H -1.0276 0.8411 -1.4265
H 0.4324 -2.6741 -0.9133
H 0.5415 1.6045 1.1028
*
```

Mulliken atomic charge list, values in e, 2 entries: number 1, Cl, carries -0.162; number 2, N, carries -0.391

(2)
Molecular formula: C4H6ClN2O
Method: DFT, ωB97M-V/def2-TZVPD

Values from the calculation:
SMILES: O[C@]1(Cl)CC=NC=[NH+]1
Energy above the lowest of the compared OMol25 structures with the same formula, charge and spin in eV: 2.4383
LUMO level in eV: -6.02

```
! RIJCOSX wB97M-V def2-TZVPD def2/J DEFGRID3
* xyz 1 1
Cl -2.1134 -0.5151 1.4059
O -1.4130 -0.1511 -1.2925
N 1.7837 0.0405 -0.1835
N 0.0610 -1.2049 0.2929
C 1.0745 1.0828 -0.4762
C 1.3813 -1.0032 0.3754
C -0.9366 -0.1199 -0.0604
C -0.1298 1.3381 0.3473
H 0.1502 1.1484 1.3837
H 1.5526 1.6807 -1.2093
H -2.1178 -0.5960 -1.6730
H 2.0611 -1.8318 0.6939
H -0.8493 2.1696 0.2178
H -0.5046 -2.0382 0.1779
*
```

Mulliken atomic charge list, values in e, 2 entries: number 1, Cl, carries -0.121; number 2, O, carries -0.418

(3)
Molecular formula: C4H6ClN2O2S
Method: DFT, ωB97M-V/def2-TZVPD

Values from the calculation:
SMILES: O=NOC(Cl)=C=[NH+]CCS
Energy above the lowest of the compared OMol25 structures with the same formula, charge and spin in eV: 5.1903
LUMO level in eV: -5.63

```
! RIJCOSX wB97M-V def2-TZVPD def2/J DEFGRID3
* xyz 1 1
Cl 0.3036 2.1162 2.9973
S -1.7571 -2.6723 -1.3925
O 0.0752 3.1951 0.6063
O 2.1309 3.7953 1.1651
N -0.6195 -0.2615 0.3278
N 1.2077 4.0356 0.5149
C 0.2828 -1.3175 -0.2250
C -0.2065 -1.6916 -1.6340
C 0.0550 2.0227 1.2320
C -0.3629 0.9232 0.6911
H 1.1733 -0.8173 -0.0497
H -1.1851 -3.8235 -0.9807
H 0.6078 -2.2484 -1.9787
H -1.6087 -0.4747 0.4880
H 0.3188 -2.1351 0.4542
H -0.4155 -0.6463 -2.2159
*
```

Mulliken atomic charge list, values in e, 2 entries: number 1, Cl, carries -0.069; number 2, S, carries -0.184

(4)
Molecular formula: C4H6ClN3
Method: DFT, ωB97M-V/def2-TZVPD

Values from the calculation:
SMILES: [H]/N=C1\C=C(Cl)CNN1
Energy above the lowest of the compared OMol25 structures with the same formula, charge and spin in eV: 3.7020
LUMO level in eV: 0.58

```
! RIJCOSX wB97M-V def2-TZVPD def2/J DEFGRID3
* xyz 0 1
Cl -0.6838 -0.9828 2.7752
N -1.1451 1.8829 -1.3754
N 0.8761 -1.0098 -0.8257
N 0.7502 0.5196 -1.1092
C 0.8904 -1.1595 0.6106
C -0.6458 0.8422 -0.7846
C -1.0232 0.3488 0.5157
C -0.3918 -0.5584 1.1951
H 0.7280 -2.2454 0.9385
H -1.7676 1.1782 1.0052
H -2.0036 2.1905 -0.8944
H 1.7015 -0.7157 1.1445
H 0.8516 0.6837 -2.0573
H 1.8632 -0.9743 -1.1382
*
```

Mulliken atomic charge list, values in e, 2 entries: number 1, Cl, carries -0.181; number 2, N, carries -0.736

(5)
Molecular formula: C4H6ClNO2
Method: DFT, ωB97M-V/def2-TZVPD

Values from the calculation:
Energy above the lowest of the compared OMol25 structures with the same formula, charge and spin in eV: 7.2410
LUMO level in eV: -0.66

```
! RIJCOSX wB97M-V def2-TZVPD def2/J DEFGRID3
* xyz 0 1
Cl -1.8821 2.2819 -0.2241
O -1.8255 -1.9297 0.9254
O -1.9268 -1.8857 -1.2293
N -1.5052 -1.5577 -0.1357
C 0.6816 -0.3286 0.9049
C 1.3769 0.5797 -0.1049
C 0.1541 0.2854 -0.9363
C -0.3651 -0.6054 -0.1748
H 0.0226 0.4389 -2.0799
H 1.6225 1.6223 0.2656
H 0.3547 0.2733 1.6745
H 2.3595 0.1238 -0.3741
H -0.3327 1.9670 0.1017
H 1.2655 -1.2651 1.3869
*
```

Mulliken atomic charge list, values in e, 2 entries: number 1, Cl, carries -0.300; number 2, O, carries -0.548

(6)
Molecular formula: C4H6ClNOS
Method: DFT, ωB97M-V/def2-TZVPD

Values from the calculation:
SMILES: C/C(C=S(=N)=O)=C\Cl
Energy above the lowest of the compared OMol25 structures with the same formula, charge and spin in eV: 5.3406
LUMO level (spin up / spin down) in eV: -1.29 / -1.44

```
! RIJCOSX wB97M-V def2-TZVPD def2/J DEFGRID3
* xyz 0 1
Cl -2.2873 0.7373 1.0596
S 1.3763 -1.5027 2.0851
O 1.7635 -0.4567 2.9895
N -0.2304 -1.7320 2.3648
C 0.1702 0.2030 0.2024
C -0.6514 0.4054 1.3332
C 1.1768 -0.6780 0.3948
C -0.3500 0.6113 -1.1335
H -0.1028 1.5824 -1.4272
H -1.4445 0.6029 -1.0725
H 1.8890 -0.6707 -0.3791
H -0.7884 -2.0441 1.5920
H -0.0850 -0.0247 -1.9864
H -0.0794 0.7408 2.2607
*
```

Mulliken atomic charge list, values in e, 2 entries: number 1, Cl, carries -0.156; number 2, S, carries 0.494

(7)
Molecular formula: C4H6ClNS
Method: DFT, ωB97M-V/def2-TZVPD

Values from the calculation:
Energy above the lowest of the compared OMol25 structures with the same formula, charge and spin in eV: 3.4433
LUMO level in eV: 0.64

```
! RIJCOSX wB97M-V def2-TZVPD def2/J DEFGRID3
* xyz 0 1
Cl 1.0132 -0.7208 -2.0448
S -1.1718 2.1258 -0.0684
N 0.2818 1.4262 -0.5028
C -1.1441 -0.4983 -0.3500
C 0.2200 0.0330 -0.6085
C 1.3913 -0.7600 1.0131
C -1.9553 0.5095 0.0649
H -1.1554 -1.4925 -0.3100
H -2.9320 0.4053 0.4956
H 0.8783 1.9562 -1.1902
H 2.0965 -0.0469 1.0132
H 0.7428 -1.1227 1.7932
H 1.7348 -1.8148 0.6947
*
```

Mulliken atomic charge list, values in e, 2 entries: number 1, Cl, carries -0.204; number 2, S, carries -0.068

(8)
Molecular formula: C4H6ClPS
Method: DFT, ωB97M-V/def2-TZVPD

Values from the calculation:
SMILES: C=CP(=S)(Cl)C=C
Energy above the lowest of the compared OMol25 structures with the same formula, charge and spin in eV: 3.3272
LUMO level in eV: -0.77

```
! RIJCOSX wB97M-V def2-TZVPD def2/J DEFGRID3
* xyz 0 1
Cl -1.8676 1.8170 0.5014
S -2.1782 -1.9043 -0.3828
P -0.8617 0.1821 -0.1369
C 0.8731 0.0165 -2.1988
C 0.1843 0.8517 -1.4629
C 0.3295 0.0801 1.3518
C -0.0727 -0.6793 2.3824
H 1.3661 0.3362 -3.0778
H 0.6426 -0.7747 3.1923
H -0.7232 -1.4255 2.4492
H 0.8556 -1.0404 -2.1179
H 1.1961 0.6816 1.4082
H 0.2562 1.8589 -1.9081
*
```

Mulliken atomic charge list, values in e, 2 entries: number 1, Cl, carries -0.226; number 2, S, carries -0.337

Quick rundown of total energy, same order as above: -18251.67559; -21785.91057; -34665.00973; -21235.20146; -22346.16582; -31135.59810; -29089.29954; -36888.91964 eV